{"formula": "C31H82FeO11", "method": "wB97M-V/def2-TZVPD", "spin_multiplicity": 6, "charge": 1, "homo_ev": [-12.0, -11.8], "e_above_lowest_kj_mol": 59.8, "s2": 8.766, "orbital_gap_ev": [9.61, 7.83], "lumo_ev": [-2.36, -3.99], "elements": ["Fe", "C", "C", "O", "H", "H", "H", "H", "H", "C", "C", "O", "H", "H", "H", "H", "H", "C", "C", "C", "O", "H", "H", "H", "H", "H", "H", "H", "H", "C", "C", "C", "O", "H", "H", "H", "H", "H", "H", "H", "H", "C", "C", "C", "O", "H", "H", "H", "H", "H", "H", "H", "H", "C", "C", "C", "O", "H", "H", "H", "H", "H", "H", "H", "H", "C", "C", "C", "O", "H", "H", "H", "H", "H", "H", "H", "H", "C", "C", "C", "O", "H", "H", "H", "H", "H", "H", "H", "H", "C", "C", "C", "O", "H", "H", "H", "H", "H", "H", "H", "H", "C", "C", "C", "O", "H", "H", "H", "H", "H", "H", "H", "H", "C", "C", "C", "O", "H", "H", "H", "H", "H", "H", "H", "H"], "positions_angstrom": [[2.40621, -1.45598, -0.98993], [-0.78207, 0.63203, 0.14604], [-0.24001, -0.66544, 0.74485], [0.82572, -1.23408, 0.07674], [-1.14665, 0.54832, -0.88103], [0.04235, 1.34999, 0.08207], [-1.58847, 1.00263, 0.77662], [-1.10895, -1.33661, 0.81119], [0.11733, -0.44224, 1.75839], [4.18897, 2.25478, -1.59126], [2.79475, 1.69572, -1.38895], [2.65944, 0.33121, -1.57339], [4.18936, 3.31005, -1.31791], [4.57795, 2.11649, -2.60114], [4.92240, 1.72620, -0.97376], [2.12887, 2.25807, -2.05933], [2.42628, 1.98628, -0.38961], [3.01297, -0.78599, 2.97982], [3.50316, -0.15642, 1.69244], [4.85615, 0.49876, 1.83941], [3.64719, -1.25003, 0.72045], [2.04862, -1.29242, 2.91600], [2.89468, -0.05558, 3.78735], [3.71087, -1.50109, 3.43091], [2.71041, 0.50657, 1.35114], [4.79096, 1.52002, 2.21106], [5.37611, 0.55661, 0.87881], [5.56595, -0.07357, 2.44421], [4.41886, -1.73067, 1.04334], [-3.83895, -1.94062, -1.15869], [-4.18274, -2.00059, 0.30977], [-4.45598, -0.64687, 0.95664], [-5.33914, -2.81313, 0.52067], [-2.83524, -1.51459, -1.24795], [-4.51234, -1.30690, -1.73721], [-3.87240, -2.93985, -1.59364], [-3.38227, -2.41651, 0.93965], [-3.71827, 0.05236, 0.55193], [-4.52776, -0.61508, 2.04209], [-5.38821, -0.20834, 0.58361], [-5.57451, -2.86249, 1.45070], [-0.90652, -1.79160, -3.83020], [0.09858, -2.63471, -3.09679], [0.63643, -3.81734, -3.88138], [1.21028, -1.79379, -2.66015], [-1.20994, -0.92656, -3.23654], [-1.84776, -2.31792, -3.98973], [-0.49245, -1.45970, -4.78681], [-0.36177, -3.05693, -2.19889], [1.15185, -3.41088, -4.75954], [-0.16314, -4.46358, -4.24116], [1.37610, -4.41618, -3.35317], [1.22838, -1.11181, -3.34613], [1.07388, 4.86785, 1.40034], [2.22737, 5.21482, 0.47871], [1.81616, 5.48015, -0.96630], [2.86061, 6.39348, 0.99311], [0.21631, 5.52575, 1.23192], [1.34523, 5.03022, 2.44093], [0.73885, 3.85154, 1.19426], [2.94057, 4.37901, 0.44821], [2.72683, 5.71800, -1.51996], [1.06627, 6.26419, -1.05452], [1.41869, 4.57244, -1.42531], [3.75173, 6.40281, 0.63061], [-3.77900, 2.55763, -0.77988], [-3.66297, 2.95647, 0.68405], [-2.40120, 3.72499, 1.02807], [-4.76545, 3.80586, 1.01524], [-3.22523, 1.63131, -0.94183], [-3.50891, 3.29905, -1.53014], [-4.81725, 2.29623, -1.00369], [-3.71770, 2.05483, 1.30489], [-1.46584, 3.29245, 0.66310], [-2.31020, 3.77505, 2.11698], [-2.39663, 4.73091, 0.60536], [-4.72537, 4.01775, 1.95291], [0.37467, 2.35134, 3.59538], [-0.30792, 1.76848, 4.82301], [-1.17607, 0.59060, 4.42715], [0.66803, 1.31333, 5.76829], [-0.35323, 2.59173, 2.81539], [1.05460, 1.61438, 3.15478], [0.94372, 3.27035, 3.73704], [-0.92017, 2.54791, 5.28791], [-0.73848, -0.11248, 3.71461], [-2.07410, 0.92662, 3.90228], [-1.42676, 0.04337, 5.33569], [1.13402, 2.11796, 6.02250], [-2.54344, -5.26249, 0.01630], [-1.37729, -4.30634, 0.32655], [-1.11447, -4.17490, 1.81659], [-0.21512, -4.88609, -0.31900], [-2.61031, -6.03535, 0.78560], [-2.55911, -5.71408, -0.97505], [-3.48496, -4.70553, 0.05574], [-1.59870, -3.34397, -0.13477], [-0.86444, -5.18746, 2.15569], [-1.94148, -3.78379, 2.40233], [-0.17769, -3.63970, 1.98773], [-0.29043, -5.83102, -0.14125], [2.86183, -4.80137, 1.34240], [3.25921, -4.39832, -0.07850], [3.26509, -5.64293, -0.95481], [2.18439, -3.56244, -0.59082], [3.69318, -5.26375, 1.87625], [2.02988, -5.50773, 1.32126], [2.50509, -3.96837, 1.95334], [4.24876, -3.94323, -0.05841], [3.94263, -6.40956, -0.57684], [3.62428, -5.34590, -1.94452], [2.28086, -6.09105, -1.08614], [1.35689, -4.08200, -0.47080], [-1.91399, 1.79755, -4.02583], [-1.60818, 3.27930, -3.88970], [-0.69550, 3.56487, -2.70781], [-1.07438, 3.82574, -5.08318], [-1.04644, 1.26505, -4.41720], [-2.80435, 1.65574, -4.64579], [-2.21566, 1.29681, -3.10007], [-2.53796, 3.80653, -3.63164], [-0.33144, 4.58925, -2.66242], [0.15952, 2.88607, -2.67580], [-1.30008, 3.44433, -1.80613], [-1.73285, 3.70976, -5.77600]], "atomic_forces_ev_per_a": [[-3.20, 2.54, 1.51], [0.83, 0.03, -0.21], [-0.29, 0.71, -0.08], [1.40, -0.84, -1.09], [-0.09, -0.37, 0.04], [-0.19, 0.22, 0.21], [0.08, 0.15, 0.03], [0.31, -0.40, 0.13], [-0.31, -0.04, 0.14], [0.58, -0.63, 0.19], [-0.40, 0.82, 0.20], [0.36, -2.21, -0.03], [0.10, 0.02, -0.13], [-0.38, 0.21, -0.17], [-0.16, 0.15, 0.24], [-0.05, -0.35, -0.18], [0.18, -0.15, 0.08], [-0.11, -0.05, 1.20], [-0.19, -0.70, 0.81], [0.62, 0.33, -0.58], [0.22, 0.03, -0.09], [0.01, 0.07, -0.44], [-0.03, 0.29, -0.29], [0.20, -0.06, -0.45], [0.27, 0.01, -0.55], [-0.05, -0.09, 0.23], [-0.37, 0.18, -0.16], [-0.40, -0.03, 0.40], [-0.06, -0.28, -0.33], [0.11, -0.01, 0.17], [-0.95, 0.33, 2.10], [-0.11, 1.03, -1.45], [-0.07, -0.64, -0.91], [0.03, -0.11, -0.14], [-0.17, 0.02, 0.20], [0.15, 0.00, -0.01], [0.36, -0.26, -0.62], [0.28, 0.04, 0.62], [0.39, -0.28, 0.03], [-0.15, -0.35, -0.05], [0.16, 0.19, 0.06], [-0.22, 0.30, 0.06], [-0.19, -1.43, 1.05], [0.37, 0.57, -0.87], [-0.25, -0.04, -1.16], [0.32, 0.10, 0.01], [0.22, -0.30, -0.25], [-0.19, 0.04, -0.06], [0.13, 0.40, 0.23], [-0.06, -0.19, -0.11], [-0.07, 0.02, 0.12], [-0.16, 0.08, 0.34], [0.56, 0.33, 0.40], [-0.22, 0.41, -0.35], [-0.18, 0.50, -0.27], [0.21, -0.70, 0.09], [0.12, -0.46, 0.13], [0.08, 0.05, -0.18], [0.20, -0.37, 0.02], [0.04, -0.07, 0.25], [0.05, 0.05, 0.28], [-0.18, 0.30, -0.16], [0.15, 0.15, 0.06], [-0.06, -0.01, 0.08], [0.00, 0.26, 0.03], [-0.75, -0.56, 0.07], [0.08, 0.81, -0.14], [0.77, -0.09, 0.03], [-0.30, -0.29, -0.27], [0.27, 0.19, -0.14], [0.27, 0.22, 0.33], [-0.05, 0.05, 0.18], [0.02, -0.05, -0.10], [-0.19, -0.36, 0.00], [0.04, 0.27, -0.02], [-0.39, 0.04, 0.10], [0.03, 0.02, -0.01], [0.01, 0.03, -0.62], [0.43, -0.07, -0.65], [-0.35, -0.13, 0.11], [-0.18, 0.33, -0.22], [-0.13, -0.05, 0.11], [0.00, -0.07, 0.13], [-0.01, -0.06, 0.44], [-0.14, -0.12, 0.06], [0.57, 0.11, 0.23], [-0.15, 0.15, 0.36], [-0.29, -0.06, -0.12], [0.22, -0.23, 0.25], [-0.78, 0.74, 0.61], [-0.77, -0.88, -0.46], [0.86, -0.74, -0.30], [0.30, 0.43, 0.11], [0.06, -0.14, -0.14], [0.54, 0.07, -0.05], [-0.02, -0.07, 0.25], [0.47, 0.03, -0.15], [-0.38, 0.00, 0.26], [-0.01, 0.11, -0.07], [-0.29, 0.51, -0.01], [0.21, -0.03, -0.15], [0.06, 0.17, 0.45], [-1.63, -1.77, 0.84], [0.98, 0.24, -0.65], [1.70, 0.74, -0.30], [-0.01, -0.10, -0.09], [0.09, -0.11, -0.12], [0.22, 0.22, -0.19], [-0.29, 0.64, -0.44], [-0.01, 0.05, 0.07], [-0.05, -0.22, -0.06], [-0.12, 0.16, 0.25], [-0.40, 0.36, -0.03], [-0.48, -0.28, 0.01], [-0.37, 0.39, 0.86], [0.01, -0.05, 0.01], [0.13, -0.18, 0.07], [-0.07, 0.02, -0.21], [0.33, -0.07, -0.45], [0.27, 0.40, 0.28], [-0.11, -0.06, -0.29], [-0.05, 0.04, -0.42], [-0.01, -0.01, 0.01], [0.21, -0.28, 0.08], [0.07, 0.05, -0.07]], "lowdin_charge": [1.12, -0.06, -0.34, -0.26, 0.06, 0.07, 0.06, 0.09, 0.09, -0.06, -0.38, -0.28, 0.07, 0.08, 0.06, 0.09, 0.09, -0.04, -0.41, -0.03, -0.13, 0.08, 0.09, 0.09, 0.12, 0.10, 0.07, 0.09, 0.11, -0.04, -0.50, -0.05, -0.05, 0.06, 0.09, 0.08, 0.11, 0.04, 0.09, 0.10, 0.09, -0.03, -0.43, -0.03, -0.12, 0.06, 0.10, 0.10, 0.12, 0.09, 0.09, 0.07, 0.11, -0.05, -0.49, -0.05, -0.04, 0.09, 0.08, 0.05, 0.12, 0.08, 0.09, 0.04, 0.09, -0.04, -0.48, -0.07, -0.04, 0.04, 0.07, 0.09, 0.11, 0.04, 0.08, 0.09, 0.09, -0.06, -0.48, -0.05, -0.05, 0.05, 0.07, 0.07, 0.14, 0.06, 0.08, 0.09, 0.09, -0.03, -0.44, -0.04, -0.09, 0.09, 0.09, 0.07, 0.10, 0.09, 0.09, 0.07, 0.10, -0.04, -0.42, -0.04, -0.14, 0.09, 0.08, 0.08, 0.14, 0.09, 0.09, 0.08, 0.07, -0.06, -0.50, -0.05, -0.03, 0.08, 0.09, 0.05, 0.13, 0.07, 0.06, 0.06, 0.09]}